46
Properties=species:S:1:pos:R:3:mulliken_charge:R:1 method="wB97M-V/def2-TZVPD" molar_mass_g_mol=720.9 e_tot_ha=-3354.4228 orbital_gap_ev="5.635 / 5.236" s2=6.0375 homo_ev="-3.601 / -5.217" charge=-1 multiplicity=5
Os -0.944 0.319 -1.616 1.761
O -3.036 -1.565 -4.569 -0.672
C -2.439 -0.814 -3.833 0.494
O -1.951 -1.110 -2.652 -0.779
C -2.214 0.635 -4.221 0.333
C -2.715 1.297 -5.323 -0.593
C -2.476 2.663 -5.435 -0.266
C -1.774 3.340 -4.443 -0.625
C -1.300 2.616 -3.368 0.358
N -1.508 1.304 -3.314 -0.225
C -0.612 3.157 -2.126 0.419
O -0.315 4.327 -2.044 -0.679
O -0.394 2.237 -1.217 -0.781
H -3.288 0.742 -6.053 0.519
H -2.860 3.207 -6.289 0.415
H -1.600 4.406 -4.477 0.518
S -0.671 -0.626 0.505 -0.293
C -1.714 0.320 1.535 0.501
C -1.357 0.325 2.897 -0.864
C -2.086 1.007 3.841 -0.455
C -3.228 1.735 3.471 -0.589
C -3.614 1.743 2.161 -0.396
C -2.890 1.048 1.150 0.431
S -3.508 1.117 -0.429 -0.321
H -0.473 -0.229 3.188 0.430
H -1.773 0.982 4.878 0.359
H -3.797 2.280 4.215 0.346
H -4.493 2.291 1.847 0.395
S 1.943 -5.044 0.911 -0.390
C 2.041 -3.553 0.178 0.284
S 1.215 -3.163 -1.298 -0.064
C 1.796 -1.519 -1.225 0.011
N 2.539 -1.290 -0.198 -0.763
N 2.670 -2.425 0.586 0.711
C 3.361 -2.227 1.819 0.131
C 3.153 -1.030 2.497 -0.047
C 3.819 -0.796 3.689 -0.705
C 4.688 -1.747 4.208 -0.403
C 4.893 -2.933 3.520 -0.561
C 4.236 -3.180 2.322 -0.491
S 1.373 -0.342 -2.420 -0.429
H 2.478 -0.298 2.075 0.538
H 3.653 0.136 4.215 0.359
H 5.205 -1.561 5.142 0.364
H 5.575 -3.679 3.911 0.350
H 4.392 -4.103 1.786 0.361

34
Properties=species:S:1:pos:R:3:mulliken_charge:R:1 method="wB97M-V/def2-TZVPD" molar_mass_g_mol=258.3 e_tot_ha=-1431.9036 orbital_gap_ev=10.205 homo_ev=-9.781 charge=0 multiplicity=1 smiles="O=[PH2][C@H]1CCCS(=O)(=O)O1.CCOCC"
O -3.972 -1.708 0.063 -0.655
P -2.584 -1.630 -0.431 0.412
C -1.369 -1.730 0.950 -0.084
C -0.104 -2.533 0.588 -0.837
C 0.358 -3.195 1.865 -0.813
C 0.503 -2.172 3.026 -0.687
S -0.041 -0.470 2.728 1.224
O -0.912 -0.124 3.799 -0.667
O 1.102 0.361 2.565 -0.631
O -0.934 -0.426 1.381 -0.285
H -2.331 -2.767 -1.231 0.072
H -2.321 -0.510 -1.247 0.030
H -1.893 -2.202 1.783 0.495
H 0.644 -1.816 0.258 0.328
H -0.335 -3.247 -0.197 0.652
H 1.291 -3.730 1.711 0.374
H -0.384 -3.935 2.159 0.329
H -0.049 -2.525 3.888 0.332
H 1.539 -2.103 3.337 0.450
C 2.371 3.318 -2.281 -1.020
C 1.162 2.746 -3.002 -0.306
O 0.798 1.449 -2.564 -0.452
C 0.420 1.342 -1.204 0.308
C -0.806 2.161 -0.837 -1.199
H 3.200 2.610 -2.304 0.277
H 2.688 4.247 -2.756 0.395
H 2.153 3.539 -1.235 0.252
H 1.390 2.641 -4.062 0.351
H 0.309 3.429 -2.929 0.288
H 1.261 1.592 -0.548 0.275
H 0.207 0.283 -1.045 -0.250
H -0.606 3.232 -0.876 0.401
H -1.128 1.920 0.176 0.305
H -1.626 1.954 -1.529 0.334

19
Properties=species:S:1:pos:R:3:mulliken_charge:R:1 method="wB97M-V/def2-TZVPD" molar_mass_g_mol=102.2 e_tot_ha=-327.4113 orbital_gap_ev=9.153 de_lowest_kj_mol=126.7 homo_ev=-14.223 charge=+1 multiplicity=1
C 0.311 0.891 -2.399 -1.093
C -0.886 0.867 -1.418 -0.587
C -0.558 0.134 -0.160 -0.289
C -0.550 -1.196 -0.148 -0.025
N -0.210 -1.877 1.072 0.003
C -0.073 -3.134 1.185 -0.088
H 0.084 1.620 -3.178 0.338
H 0.420 -0.062 -2.920 0.332
H 1.249 1.182 -1.936 0.344
H -1.749 0.480 -1.957 0.309
H -1.057 1.919 -1.194 0.315
H -0.236 0.756 0.662 0.296
H -0.954 -1.842 -0.916 0.320
H 0.051 -1.251 1.830 0.310
H -0.177 -3.785 0.329 0.235
H 0.335 -3.636 2.063 0.271
H 1.916 3.371 2.386 0.316
H 1.109 3.998 1.274 0.323
O 1.455 3.149 1.568 -0.628